9
Properties=species:S:1:pos:R:3:forces:R:3 method="wB97M-V/def2-TZVPD" charge=+1 total_energy_ev=-80216.411 e_above_lowest_kcal_mol=32.5 orbital_gap_ha="0.207 / 0.293" multiplicity=3 homo_energy_ev="-11.5 / -16.6"
C -0.093784 -0.071299 0.015994 -1.83 -1.84 -2.12
N 0.737487 1.072407 1.870625 -3.84 -5.64 -2.11
N 0.325612 -0.491259 -1.131083 -0.13 1.47 1.20
O 1.708926 1.359990 1.439544 8.88 4.37 -2.30
O -0.166764 1.008905 2.532095 -4.60 1.85 5.86
O -0.472249 -1.138010 -2.000322 -0.50 -0.57 -0.63
Br -1.841354 -0.590439 0.580919 1.74 0.78 -0.10
H 1.208528 -0.194590 -1.581131 -0.34 -0.21 0.47
H -1.406404 -0.955706 -1.726642 0.63 -0.21 -0.27